Molecular formula: C4H10S2
Method: DFT, ωB97M-V/def2-TZVPD

Element x y z (Å)
S: -0.80 -1.90 0.81
S: -1.20 -0.04 1.61
C: 2.54 -0.48 -0.51
C: -2.26 0.31 -1.04
C: -1.80 1.03 0.23
C: 2.40 -0.36 0.95
H: 2.19 0.56 1.48
H: -3.11 -0.35 -0.87
H: 3.46 -0.85 -0.91
H: 1.90 0.06 -1.19
H: 1.50 -0.96 0.44
H: -2.63 1.57 0.65
H: 2.85 -1.13 1.59
H: -1.46 -0.27 -1.48
H: -2.57 1.07 -1.75
H: -1.02 1.74 -0.01

Summary:
* frontier orbital gap (alpha / beta): 5.9 / 5.9 eV
* charge: -1
* E_HOMO (alpha / beta): -0.080 / -0.080 Ha
* ΔE to the lowest compared entry with this formula, charge and spin: 46.6 kcal/mol
* multiplicity: 2
* E: -954.68932 a.u.
* F_max: 0.0477 Eh/bohr

Atomic partial charges in e from the Löwdin method, atoms 1 to 5:
1 S -0.233
2 S 0.149
3 C -0.150
4 C -0.234
5 C -0.651